(1)
ORCA calculation (the ωB97M-V functional and the def2-TZVPD basis) on an isolated ion of composition C20H24N3S2 and charge +1 in a non-equilibrium geometry.

```
49
Properties=species:S:1:pos:R:3:forces:R:3
C -0.4606 3.8376 2.5873 -0.337 -0.275 -0.056
C -0.4266 4.0126 1.2023 0.082 -0.015 -0.203
C -0.8881 3.0113 0.3360 0.223 -0.093 0.189
C -1.4199 1.8356 0.8692 -0.261 0.249 0.297
C -1.8698 0.6891 -0.0043 -0.608 -0.267 0.117
N -0.8083 0.1076 -0.8650 -1.165 -0.278 -1.523
C -1.0987 -0.1256 -2.1877 0.787 0.297 0.791
N -2.3131 -0.1101 -2.7296 -0.885 0.173 0.668
C -2.2681 -0.4169 -4.1516 -0.565 0.264 -0.559
C -0.8070 -0.7933 -4.3689 0.358 -0.477 -0.376
N -0.1801 -0.3954 -3.1259 0.231 0.342 0.427
C 0.3978 -0.5499 -0.3394 0.522 0.380 -0.292
C 0.3944 -0.6454 1.1571 0.097 -0.075 0.195
C -0.4043 -1.6189 1.7380 -0.238 -0.172 0.693
C -0.3772 -1.7803 3.1248 -0.071 -0.077 -0.242
C 0.4610 -0.9792 3.9052 -0.009 -0.039 0.024
C 1.2083 0.0382 3.3157 0.053 -0.068 -0.239
C 1.1910 0.1909 1.9274 -0.099 0.356 0.394
S 1.7757 0.4705 -0.9490 -0.104 0.301 -0.020
C 3.0918 -0.7379 -1.1760 0.598 0.496 -0.296
C 3.0975 -1.9923 -0.3190 -0.036 0.238 0.039
C 1.9967 -2.9447 -0.7362 0.214 -0.860 0.014
S 0.4017 -2.2220 -1.0851 -0.556 -0.350 -0.073
C -1.6340 1.7424 2.2473 0.450 0.048 -0.108
C -1.1036 2.7064 3.1030 -0.139 -0.007 -0.098
H -0.0307 4.5920 3.2557 -0.242 -0.321 -0.313
H -0.0322 4.9452 0.7991 -0.015 -0.300 0.013
H -0.8260 3.1195 -0.7549 0.099 0.089 0.479
H -2.3171 -0.0926 0.6369 0.239 0.274 -0.320
H -2.6734 1.0554 -0.6672 0.470 -0.139 0.188
H -3.1805 -0.0272 -2.1954 0.734 -0.058 -0.435
H -2.5339 0.4652 -4.7428 -0.038 -0.115 0.126
H -2.9667 -1.2218 -4.3992 0.171 0.136 0.070
H -0.3526 -0.2484 -5.1972 -0.127 -0.132 -0.003
H -0.6710 -1.8709 -4.5291 -0.045 0.171 -0.012
H 0.7443 -0.7549 -2.8491 -0.897 0.555 -0.294
H -1.0253 -2.2561 1.0943 0.272 0.240 0.510
H -1.0083 -2.5466 3.5757 0.270 0.188 -0.002
H 0.5538 -1.1616 4.9763 -0.201 0.123 -0.259
H 1.8026 0.7157 3.9313 -0.103 -0.279 -0.192
H 1.7449 0.9897 1.4174 -0.185 -0.445 0.571
H 3.0815 -0.9676 -2.2482 0.350 -0.271 0.202
H 3.9628 -0.1064 -0.9577 0.067 -0.428 -0.241
H 4.0626 -2.4944 -0.4619 -0.190 0.059 0.067
H 3.0140 -1.7380 0.7393 -0.008 0.033 -0.056
H 2.2422 -3.3939 -1.7115 0.127 -0.058 0.422
H 1.8159 -3.7480 -0.0121 0.369 0.185 -0.102
H -2.1600 0.8747 2.6519 0.289 0.182 -0.047
H -1.2031 2.5410 4.1728 0.052 0.221 -0.133
```
Positions in Å, forces in eV/Å.

The molecular weight comes out at 370.6 g mol⁻¹. The total charge is +1. Its calculated total energy is -1736.93967 Eh. The value obtained for the energy relative to the best compared isomer or geometry (same formula, charge and spin) is 0.0 kcal per mole. The value obtained for the strongest force on any atom is 1.9 eV/A. The HOMO energy comes out at -11.504 eV. Its HOMO-LUMO gap is 9.27 eV. Its SMILES is c1ccc(CN(C2=[NH+]CCN2)C2(c3ccccc3)SCCCS2)cc1. As for the LUMO energy: -0.08206 Ha.

The molecule's natural (NBO) atomic charges, reported in e, are given here: C -0.201; C -0.216; C -0.158; C -0.081; C -0.230; N -0.458; C 0.706; N -0.572; C -0.223; C -0.228; N -0.573; C -0.091; C -0.155; C -0.163; C -0.223; C -0.193; C -0.198; C -0.197; S 0.248; C -0.540; C -0.428; C -0.530; S 0.209; C -0.192; C -0.200; H 0.231; H 0.226; H 0.207; H 0.225; H 0.214; H 0.437; H 0.216; H 0.228; H 0.228; H 0.211; H 0.456; H 0.221; H 0.228; H 0.230; H 0.230; H 0.245; H 0.208; H 0.252; H 0.243; H 0.233; H 0.231; H 0.240; H 0.219; H 0.226

=====

(2)
ORCA calculation (the ωB97M-V functional and the def2-TZVPD basis) on an isolated ion of composition C6H12NO5S and charge +1 in a non-equilibrium geometry.

```
25
Properties=species:S:1:pos:R:3:forces:R:3
C 0.7845 -0.5242 -0.0901 -2.228 -2.325 -3.111
C -0.4981 -1.3231 0.4040 -0.013 0.913 -0.067
C 0.8447 0.8652 0.5253 4.068 0.605 2.616
C -1.5909 -0.7639 -0.4460 -1.015 0.861 -0.382
C -1.2817 2.0348 0.1449 -0.197 -4.088 -0.235
C 2.2926 1.4596 0.2749 -0.525 -0.143 -0.118
N -2.6477 -1.8430 -0.6151 0.448 1.592 -4.262
O 0.0057 1.9821 0.1556 -0.331 -0.019 -0.540
O 1.8154 -1.4717 0.1374 0.765 1.000 1.663
O -0.4000 -2.7063 0.0913 -2.354 1.508 -1.245
O -1.8663 3.1463 0.1945 1.900 4.430 0.960
O 2.6144 1.1933 -1.0508 -1.306 -2.809 0.508
S -2.3931 0.7617 0.1911 0.130 -1.377 -0.175
H 0.6043 -0.4217 -1.2198 0.374 -0.009 1.652
H -0.6913 -1.2505 1.5005 0.450 0.240 -0.291
H 0.8236 0.7250 1.6469 -0.651 0.465 -0.956
H 2.9888 0.9715 0.9264 0.287 -0.775 0.456
H 2.4465 2.5129 0.5112 -0.823 0.185 0.078
H -2.0301 -2.6547 -0.8011 -0.463 0.005 0.316
H -3.2292 -1.6679 -1.5441 1.297 -0.453 2.677
H -3.2098 -1.9873 0.1686 -1.554 -0.746 1.540
H 2.3690 -1.7857 -0.5872 -0.395 0.909 -0.365
H 0.3653 -2.9355 0.5330 2.792 -1.440 1.211
H -1.1319 3.8264 0.4757 -2.022 -1.050 -0.727
H 3.0153 1.8566 -1.5269 1.366 2.521 -1.202
```
Positions in Å, forces in eV/Å.

The molecular weight comes out at 210.2 g mol⁻¹. The total charge is +1. Its calculated total energy is -1064.56550 Eh. The value obtained for the energy relative to the best compared isomer or geometry (same formula, charge and spin) is 35.8 kcal per mole. The value obtained for the strongest force on any atom is 4.9 eV/A. The HOMO energy comes out at -10.988 eV. Its HOMO-LUMO gap is 7.68 eV. As for the LUMO energy: -0.12162 Ha.

The molecule's natural (NBO) atomic charges, reported in e, are given here: C 0.058; C 0.005; C 0.043; C -0.385; C 0.595; C -0.062; N -0.713; O -0.455; O -0.745; O -0.731; O -0.572; O -0.730; S 0.353; H 0.230; H 0.153; H 0.211; H 0.190; H 0.191; H 0.479; H 0.448; H 0.401; H 0.517; H 0.504; H 0.525; H 0.490

=====

(3)
ORCA calculation (the ωB97M-V functional and the def2-TZVPD basis) on one molecule with the formula C2H3NO2.

```
8
Properties=species:S:1:pos:R:3:forces:R:3
N -0.1331 -0.1791 0.8769 0.232 -0.005 0.145
C 0.9592 0.2219 0.3282 -0.164 -0.029 0.124
O 0.8231 0.2736 -0.9500 -0.004 -0.074 0.092
C -0.7976 -0.1703 -0.8183 -0.433 -0.264 -0.406
O -1.1543 -1.1898 -1.3019 0.289 0.474 0.194
H -0.2983 -0.2744 1.8687 0.108 0.043 -0.023
H 1.8945 0.5117 0.8120 -0.133 -0.035 -0.096
H -1.2935 0.8064 -0.8156 0.105 -0.110 -0.031
```
Positions in Å, forces in eV/Å.

The molecular weight comes out at 73.1 g mol⁻¹. Its calculated total energy is -283.19136 Eh. The value obtained for the energy relative to the best compared isomer or geometry (same formula, charge and spin) is 41.8 kcal per mole. The value obtained for the strongest force on any atom is 0.6 eV/A. The HOMO energy comes out at -10.186 eV. Its HOMO-LUMO gap is 11.03 eV. As for the LUMO energy: 0.03094 Ha.

The molecule's natural (NBO) atomic charges, reported in e, are given here: N -0.702; C 0.474; O -0.540; C 0.610; O -0.563; H 0.400; H 0.178; H 0.143

=====

(4)
ORCA calculation (the ωB97M-V functional and the def2-TZVPD basis) on one molecule with the formula C13H22N2O2S in a non-equilibrium geometry.

```
40
Properties=species:S:1:pos:R:3:forces:R:3
C 4.7746 0.4204 1.5812 -0.425 1.280 0.163
N 5.0632 -0.6917 1.0925 0.592 -2.201 -0.844
N 4.7606 -0.6284 -0.2720 0.562 -1.435 0.261
C 4.3213 0.5368 -0.4704 -0.709 1.357 -0.619
S 3.7523 1.2550 -1.9537 0.004 0.072 -0.453
C 1.9575 1.2097 -1.6009 0.364 -0.776 0.993
C 1.4763 -0.1982 -1.1753 -0.321 0.655 -0.169
C 1.0450 -0.2145 0.2867 0.750 -0.138 -0.133
C 0.5735 -1.5652 0.8169 -0.757 0.242 -0.095
C -0.3954 -2.3859 -0.0607 -0.110 -0.100 0.680
C -1.8827 -2.2994 0.3251 -0.198 -0.398 -0.724
C -2.6973 -1.2917 -0.4829 -0.125 0.125 0.625
C -2.3003 0.1401 -0.2189 -0.277 0.317 -1.293
C -3.2315 1.2633 -0.7023 1.411 -0.744 0.059
C -2.5236 2.4215 -0.0196 -0.549 -0.208 1.316
C -2.3797 1.8179 1.3874 0.457 -0.429 -0.372
O -2.1021 0.4250 1.1427 0.025 -0.218 0.450
O 4.2954 1.2896 0.6523 0.016 0.503 0.977
H 4.8835 0.6526 2.6189 -0.144 0.611 0.180
H 1.7950 1.8849 -0.7665 -0.157 0.347 -0.089
H 1.4257 1.5610 -2.4721 0.167 0.235 -0.318
H 2.2595 -0.9274 -1.3427 0.063 -0.274 -0.154
H 0.6290 -0.4298 -1.8140 -0.077 -0.314 -0.107
H 0.3289 0.5841 0.4562 -0.314 -0.045 0.074
H 1.9286 0.0564 0.8688 0.030 0.149 0.182
H 0.0437 -1.3649 1.7464 0.021 -0.005 0.227
H 1.4202 -2.1819 1.0975 0.327 -0.050 -0.205
H -0.1151 -3.4272 0.0714 0.103 -0.182 -0.082
H -0.3013 -2.1887 -1.1257 0.160 0.103 -0.131
H -2.3178 -3.2656 0.0706 -0.081 -0.194 0.125
H -2.0320 -2.1732 1.3928 0.113 0.179 0.155
H -2.5143 -1.4991 -1.5353 -0.104 0.053 -0.227
H -3.7649 -1.4315 -0.3067 -0.100 -0.055 0.144
H -1.3986 0.2863 -0.8352 0.479 0.090 0.495
H -3.1788 1.2909 -1.7857 -0.626 0.158 -0.147
H -4.2010 1.0865 -0.2455 -0.425 0.215 -0.436
H -1.4971 2.5687 -0.3364 -0.043 0.228 -0.729
H -3.1015 3.3358 -0.0125 0.110 0.349 -0.063
H -1.5180 2.1801 1.9387 -0.046 0.409 0.169
H -3.2806 1.8974 1.9891 -0.162 0.087 0.116
```
Positions in Å, forces in eV/Å.

The molecular weight comes out at 270.4 g mol⁻¹. Its calculated total energy is -1166.66912 Eh. The value obtained for the energy relative to the best compared isomer or geometry (same formula, charge and spin) is 75.5 kcal per mole. The value obtained for the strongest force on any atom is 2.4 eV/A. The HOMO energy comes out at -9.372 eV. Its HOMO-LUMO gap is 9.96 eV. Its SMILES is c1nnc(SCCCCCCC[C@H]2CCCO2)o1. As for the LUMO energy: 0.02174 Ha.

The molecule's natural (NBO) atomic charges, reported in e, are given here: C 0.292; N -0.290; N -0.290; C 0.284; S 0.256; C -0.505; C -0.430; C -0.383; C -0.408; C -0.408; C -0.391; C -0.396; C 0.109; C -0.422; C -0.431; C -0.061; O -0.550; O -0.428; H 0.209; H 0.214; H 0.233; H 0.226; H 0.202; H 0.202; H 0.192; H 0.215; H 0.208; H 0.211; H 0.195; H 0.201; H 0.212; H 0.199; H 0.200; H 0.137; H 0.216; H 0.205; H 0.204; H 0.218; H 0.183; H 0.172

=====

(5)
ORCA calculation (the ωB97M-V functional and the def2-TZVPD basis) on one molecule with the formula C5H13N2PS2 in a non-equilibrium geometry.

```
23
Properties=species:S:1:pos:R:3:forces:R:3
C 0.7269 -0.6683 -1.0207 1.256 -0.871 -3.280
C -0.4690 -1.6018 -0.8047 -0.874 1.688 -0.291
C 0.8881 0.6546 1.0405 -3.559 2.481 -0.706
C 3.9185 0.4830 0.0126 -1.991 -0.915 -1.648
C -4.0757 0.0713 0.1411 4.568 1.387 -2.658
N 1.3446 -0.2465 0.1593 2.249 -1.397 1.751
N -1.5335 -0.6854 -0.4444 -0.851 -0.130 -0.609
P -0.7230 1.5328 0.5139 2.042 0.975 -0.077
S 2.8438 -0.9628 0.5599 0.510 0.695 -0.521
S -2.6359 -1.0019 0.6554 -1.291 -1.432 1.080
H 1.5468 -1.2408 -1.5858 -1.269 0.753 0.643
H 0.5122 0.2424 -1.6558 -0.423 -1.071 0.512
H -0.8306 -2.0974 -1.6998 0.385 0.112 -0.624
H -0.2429 -2.4017 -0.1416 0.350 -0.532 1.147
H 1.2369 0.7974 2.0438 0.608 -0.431 0.028
H 4.7940 0.3533 0.6204 0.456 0.759 0.098
H 3.1752 1.2903 0.2017 1.334 -0.037 0.371
H 4.0978 0.4814 -1.1197 0.057 -0.269 1.704
H -3.7889 0.0845 -0.9943 -1.041 0.341 1.917
H -3.7498 1.0476 0.5697 -0.882 -0.453 -0.428
H -5.0815 -0.1693 0.2922 -1.168 -0.912 0.654
H -0.5380 2.8791 1.0254 0.412 -0.461 0.127
H -1.4161 1.1581 1.6305 -0.881 -0.278 0.810
```
Positions in Å, forces in eV/Å.

The molecular weight comes out at 196.3 g mol⁻¹. Its calculated total energy is -1445.33344 Eh. The value obtained for the energy relative to the best compared isomer or geometry (same formula, charge and spin) is 47.3 kcal per mole. The value obtained for the strongest force on any atom is 5.5 eV/A. The HOMO energy (spin up / spin down) comes out at -6.324 / -7.409 eV. Its HOMO-LUMO gap (spin up / spin down) is 6.00 / 8.17 eV. As for the LUMO energy (spin up / spin down): -0.01194 / 0.02803 Ha.

The molecule's natural (NBO) atomic charges, reported in e, are given here: C -0.230; C -0.261; C -0.311; C -0.736; C -0.766; N -0.563; N -0.708; P 0.285; S 0.371; S 0.570; H 0.223; H 0.218; H 0.215; H 0.188; H 0.217; H 0.227; H 0.239; H 0.215; H 0.246; H 0.227; H 0.234; H -0.056; H -0.043

=====

(6)
ORCA calculation (the ωB97M-V functional and the def2-TZVPD basis) on one molecule with the formula C2H5O3P in a non-equilibrium geometry.

```
11
Properties=species:S:1:pos:R:3:forces:R:3
C -0.9018 0.5357 -1.3080 -0.366 -1.145 -1.539
C 0.0007 -0.2729 -0.4592 -2.344 -2.583 0.659
O 0.6932 0.4143 0.4098 0.173 1.316 -0.653
P 1.5071 -0.3160 1.6107 1.196 -0.631 2.413
O 0.2192 -1.5892 -0.7202 0.673 0.789 -0.102
O -0.8993 -1.4549 0.2518 1.238 1.681 -0.735
H -1.3515 1.2376 -0.6150 -0.235 0.408 -0.529
H -1.5828 -0.2784 -1.5788 -0.602 0.649 -0.031
H -0.5775 0.9177 -2.3220 0.306 -0.008 1.593
H 2.2580 0.8466 1.9915 -0.123 -0.284 -0.383
H 0.6345 -0.0404 2.7393 0.083 -0.192 -0.693
```
Positions in Å, forces in eV/Å.

The molecular weight comes out at 108.0 g mol⁻¹. Its calculated total energy is -646.11917 Eh. The value obtained for the energy relative to the best compared isomer or geometry (same formula, charge and spin) is 127.4 kcal per mole. The value obtained for the strongest force on any atom is 3.5 eV/A. The HOMO energy comes out at -9.912 eV. Its HOMO-LUMO gap is 10.73 eV. Its SMILES is CC1(OP)OO1. As for the LUMO energy: 0.03016 Ha.

The molecule's natural (NBO) atomic charges, reported in e, are given here: C -0.692; C 0.772; O -0.740; P 0.667; O -0.289; O -0.354; H 0.242; H 0.259; H 0.247; H -0.058; H -0.055

=====

Q: Look up the calculated total energy of the sixth one.
A: -646.11917 Eh

=====

Q: Among the records above, which one has the highest strongest force on any atom?
A: C5H13N2PS2